Model i:
{
  "formula": "C2H7N4S",
  "method": "the ωB97M-V functional and the def2-TZVPD basis",
  "elements": ["C", "C", "N", "N", "N", "N", "S", "H", "H", "H", "H", "H", "H", "H"],
  "xyz": [[-0.89217, -0.43130, -0.95930], [0.52498, 1.31712, 0.07148], [-0.29895, 0.69911, -0.69123], [-0.84430, -1.68795, -0.55578], [-1.58228, -2.50444, -1.20249], [1.41994, 0.91726, 1.11248], [1.31997, 1.69458, 2.61932], [-1.58917, -0.42066, -1.88908], [1.21358, 1.99477, -0.50387], [0.08512, 2.22719, 0.62586], [-1.59556, -3.39878, -0.80296], [-2.12492, -2.03860, -1.95275], [1.79633, 0.04302, 1.16304], [2.56743, 1.58869, 2.96529]],
  "lowdin_charge": [-0.19, -0.39, 0.12, 0.02, 0.13, -0.33, 0.95, 0.14, 0.20, 0.15, 0.13, 0.14, 0.06, -0.12],
  "total_charge": 1,
  "smiles": "[NH2+]=N/C=N\\CNS",
  "lumo_energy_ev": [-6.9858, -5.5393],
  "homo_lumo_gap_ha": [0.190, 0.294]
}

***

Model ii:
{
  "formula": "C2H7N4S",
  "method": "the ωB97M-V functional and the def2-TZVPD basis",
  "elements": ["C", "C", "N", "N", "N", "N", "S", "H", "H", "H", "H", "H", "H", "H"],
  "xyz": [[-0.48811, -0.10122, -0.24184], [0.72762, 0.32440, -0.48671], [0.49537, -2.18623, -0.20807], [-0.66311, -1.40577, 0.04782], [-1.15766, -1.65719, 1.39276], [1.26269, 1.60868, -1.03277], [1.87452, -1.08776, -0.12512], [-1.43593, 0.51677, -0.23933], [0.48473, -2.98930, 0.36064], [-1.28422, -2.78305, 1.40609], [-2.11515, -1.26721, 1.42291], [2.21384, 1.88288, -0.73657], [0.80921, 2.40964, -0.71204], [1.03711, 1.73613, -2.02530]],
  "lowdin_charge": [-0.18, -0.45, -0.27, -0.29, 0.06, 0.23, 0.92, 0.17, 0.06, 0.16, 0.09, 0.19, 0.14, 0.19],
  "total_charge": 1,
  "smiles": "NN1C=C([NH3+])SN1",
  "lumo_energy_ev": -4.1273,
  "homo_lumo_gap_ha": 0.263
}

***

Top of the stability list: model ii, leading by 15.7 kcal/mol.

***

Model i:
{
  "formula": "C46H32AsClIN5O3PPtS2",
  "method": "the ωB97M-V functional and the def2-TZVPD basis",
  "elements": ["Pt", "Cl", "C", "C", "C", "I", "C", "O", "C", "N", "C", "C", "C", "C", "H", "H", "H", "H", "N", "C", "C", "C", "N", "C", "N", "C", "C", "As", "C", "C", "C", "C", "C", "C", "C", "C", "C", "C", "C", "C", "P", "C", "C", "C", "C", "C", "C", "C", "C", "C", "C", "C", "C", "H", "H", "H", "H", "H", "H", "H", "H", "H", "H", "H", "H", "H", "H", "H", "H", "H", "H", "H", "H", "H", "H", "H", "H", "O", "S", "O", "N", "C", "S", "C", "C", "C", "C", "C", "C", "H", "H", "H", "H"],
  "xyz": [[0.31926, 0.28717, 0.50566], [-6.35930, -0.61554, 2.51170], [-4.84458, 0.01438, 1.92102], [-4.80012, 1.27258, 1.38824], [-3.60447, 1.80531, 0.89138], [-3.56208, 3.72390, 0.10388], [-2.41799, 1.08497, 0.91520], [-1.30979, 1.56281, 0.44415], [-2.47475, -0.22833, 1.50760], [-1.29883, -0.91629, 1.57421], [-1.27931, -2.12555, 2.07414], [-2.43718, -2.75770, 2.56066], [-3.62574, -2.08775, 2.52873], [-3.67836, -0.77855, 1.99851], [-5.70344, 1.86529, 1.34588], [-0.31867, -2.62603, 2.10512], [-2.36720, -3.76075, 2.95697], [-4.53254, -2.54228, 2.90256], [1.53647, 1.90064, 1.28442], [1.13670, 2.68831, 2.05124], [0.73032, 3.59401, 2.99935], [0.79836, 3.20535, 4.35764], [0.87178, 2.84815, 5.45216], [0.25368, 4.86690, 2.60712], [-0.13139, 5.90051, 2.27160], [3.67062, -0.01492, 0.32263], [3.69040, 0.70427, -1.01130], [5.44589, 1.50836, -1.44823], [5.82678, 2.02608, 0.40853], [6.58892, 1.29672, 1.31503], [6.68187, 1.69742, 2.64102], [6.00264, 2.82382, 3.08105], [5.24024, 3.55901, 2.18500], [5.16430, 3.16677, 0.85673], [6.51559, -0.12863, -1.56482], [7.90003, -0.03698, -1.42817], [8.70602, -1.15688, -1.56691], [8.13971, -2.38850, -1.86539], [6.76687, -2.48807, -2.02813], [5.96293, -1.36562, -1.88085], [2.15436, -0.92448, 0.76521], [2.50781, -1.25134, 2.52534], [1.67621, -0.74120, 3.51541], [2.02310, -0.84647, 4.85632], [3.20417, -1.47351, 5.21645], [4.04056, -1.99510, 4.23617], [3.69864, -1.87951, 2.90016], [2.23963, -2.54259, -0.06256], [2.30645, -2.57600, -1.45666], [2.38054, -3.78672, -2.12561], [2.36694, -4.97960, -1.41680], [2.27298, -4.95724, -0.03342], [2.21073, -3.74561, 0.64070], [3.73336, 0.72628, 1.12269], [4.51899, -0.69442, 0.45406], [2.99745, 1.54690, -0.97109], [3.40192, 0.09928, -1.86914], [7.09696, 0.39484, 0.99496], [7.27135, 1.11409, 3.33760], [6.05959, 3.12335, 4.11949], [4.69499, 4.43120, 2.52151], [4.55552, 3.74301, 0.16683], [8.35619, 0.92115, -1.20125], [9.77827, -1.06643, -1.44707], [8.76749, -3.26314, -1.97939], [6.31080, -3.43943, -2.27272], [4.89687, -1.47112, -2.02358], [0.75971, -0.23435, 3.23966], [1.37752, -0.40894, 5.60510], [3.47990, -1.54837, 6.26055], [4.96689, -2.48180, 4.51339], [4.36615, -2.27942, 2.14582], [2.27221, -1.66402, -2.04200], [2.43207, -3.78761, -3.20567], [2.41702, -5.92447, -1.94256], [2.24942, -5.88225, 0.52748], [2.14163, -3.74527, 1.72070], [2.00039, 0.54012, -5.94829], [2.45842, 0.38606, -4.59656], [3.79709, -0.10248, -4.38823], [1.40995, -0.54189, -3.72153], [0.82205, 0.15035, -2.79030], [-0.31117, -0.57125, -1.73142], [1.19758, 1.60238, -2.74380], [0.72052, 2.61433, -1.92408], [1.29873, 3.87265, -2.03731], [2.31742, 4.11823, -2.95442], [2.76605, 3.11486, -3.80684], [2.17834, 1.87420, -3.67943], [-0.07280, 2.42754, -1.21387], [0.95287, 4.67148, -1.39399], [2.75778, 5.10486, -3.01085], [3.54376, 3.29497, -4.53557]],
  "lowdin_charge": [0.80, 0.66, -0.62, -0.18, -0.65, 0.92, -0.44, -0.32, -0.14, 0.00, -0.12, -0.04, -0.02, -0.17, 0.09, 0.10, 0.10, 0.09, 0.05, -0.18, -0.27, -0.24, 0.12, -0.25, 0.12, -0.38, -0.41, 1.33, -0.42, -0.12, -0.09, -0.09, -0.09, -0.13, -0.41, -0.15, -0.10, -0.10, -0.08, -0.10, 0.86, -0.34, -0.10, -0.07, -0.08, -0.08, -0.10, -0.33, -0.12, -0.06, -0.08, -0.09, -0.10, 0.06, 0.08, 0.04, 0.02, 0.09, 0.10, 0.10, 0.10, 0.09, 0.10, 0.10, 0.10, 0.10, 0.08, 0.07, 0.10, 0.10, 0.10, 0.11, 0.04, 0.11, 0.10, 0.10, 0.09, -0.29, 0.62, -0.31, -0.09, -0.79, 0.67, -0.25, -0.04, -0.05, -0.07, -0.05, -0.25, 0.07, 0.11, 0.10, 0.12],
  "total_charge": -1,
  "lumo_energy_ev": 1.7835,
  "homo_lumo_gap_ha": 0.263
}

***

Model ii:
{
  "formula": "C46H32AsClIN5O3PPtS2",
  "method": "the ωB97M-V functional and the def2-TZVPD basis",
  "elements": ["Pt", "Cl", "C", "C", "C", "I", "C", "O", "C", "N", "C", "C", "C", "C", "H", "H", "H", "H", "N", "C", "C", "C", "N", "C", "N", "C", "C", "As", "C", "C", "C", "C", "C", "C", "C", "C", "C", "C", "C", "C", "P", "C", "C", "C", "C", "C", "C", "C", "C", "C", "C", "C", "C", "H", "H", "H", "H", "H", "H", "H", "H", "H", "H", "H", "H", "H", "H", "H", "H", "H", "H", "H", "H", "H", "H", "H", "H", "O", "S", "O", "N", "C", "S", "C", "C", "C", "C", "C", "C", "H", "H", "H", "H"],
  "xyz": [[1.68883, 0.47032, -0.02187], [8.70588, 2.67176, 0.18323], [7.15684, 1.87991, 0.34016], [7.11126, 0.56664, 0.70011], [5.88206, -0.09513, 0.82327], [5.87974, -2.10673, 1.36387], [4.65838, 0.52745, 0.59939], [3.54600, -0.11571, 0.73518], [4.72330, 1.93023, 0.23198], [3.54714, 2.56985, 0.03201], [3.55083, 3.82944, -0.31530], [4.73099, 4.57627, -0.48954], [5.93025, 3.96120, -0.28113], [5.96457, 2.60004, 0.09543], [8.03043, 0.02834, 0.88552], [2.58137, 4.29567, -0.46828], [4.67530, 5.61683, -0.77972], [6.86136, 4.49813, -0.39941], [1.05377, 0.69573, 1.90032], [0.87430, 1.01093, 2.99830], [0.59527, 1.39863, 4.29952], [-0.16828, 2.57299, 4.50001], [-0.79246, 3.53385, 4.64701], [1.00401, 0.60074, 5.39132], [1.33507, -0.04605, 6.28890], [-1.55035, -0.29053, 0.05712], [-1.11522, -1.73175, -0.16345], [-2.20205, -3.11523, 0.73953], [-2.34367, -2.20248, 2.46107], [-3.18342, -1.12692, 2.74345], [-3.09138, -0.46188, 3.95877], [-2.15445, -0.85821, 4.90306], [-1.31673, -1.93099, 4.63609], [-1.41975, -2.60188, 3.42495], [-3.91999, -2.69983, -0.09630], [-5.11708, -2.68891, 0.61481], [-6.32590, -2.48211, -0.03694], [-6.35485, -2.29332, -1.41109], [-5.16967, -2.33134, -2.13260], [-3.96179, -2.54064, -1.48176], [-0.39317, 0.91832, -0.66841], [-0.99734, 2.50697, -0.01726], [-0.19371, 3.31702, 0.77782], [-0.70366, 4.48950, 1.32078], [-2.01232, 4.86198, 1.06048], [-2.81309, 4.06914, 0.24725], [-2.30874, 2.89690, -0.28986], [-0.79414, 1.05024, -2.42856], [-1.78316, 0.27994, -3.02425], [-2.06901, 0.43147, -4.37475], [-1.37253, 1.35898, -5.12906], [-0.38799, 2.14146, -4.53547], [-0.09749, 1.98630, -3.19325], [-1.53445, -0.04988, 1.12226], [-2.56617, -0.10168, -0.30150], [-0.10199, -1.87335, 0.21837], [-1.09203, -1.99503, -1.22273], [-3.89811, -0.78506, 2.00467], [-3.73548, 0.38581, 4.15761], [-2.05842, -0.32168, 5.83826], [-0.56988, -2.22220, 5.36290], [-0.75783, -3.43653, 3.21839], [-5.11018, -2.83788, 1.68810], [-7.24691, -2.46769, 0.53287], [-7.29680, -2.12725, -1.91844], [-5.18148, -2.20468, -3.20823], [-3.05190, -2.59857, -2.07069], [0.82758, 3.02165, 0.98349], [-0.08367, 5.09396, 1.96947], [-2.41292, 5.76761, 1.49750], [-3.83394, 4.36217, 0.03703], [-2.93437, 2.28502, -0.93039], [-2.32763, -0.45841, -2.45264], [-2.82080, -0.19660, -4.83451], [-1.58625, 1.46866, -6.18483], [0.16418, 2.86142, -5.12567], [0.68304, 2.58119, -2.73446], [0.91911, -3.66545, -4.93159], [0.39648, -2.98663, -3.78313], [-1.03459, -2.90681, -3.63097], [1.03513, -1.45419, -3.67329], [1.73369, -1.32261, -2.59591], [2.50278, 0.18345, -2.17844], [1.86110, -2.55487, -1.74937], [2.57713, -2.75120, -0.58056], [2.48105, -3.99238, 0.03906], [1.70000, -5.01160, -0.49761], [1.01025, -4.82505, -1.69069], [1.12190, -3.58952, -2.29104], [3.18426, -1.96233, -0.15530], [3.02410, -4.16148, 0.96025], [1.63223, -5.96235, 0.01525], [0.40823, -5.61152, -2.12592]],
  "lowdin_charge": [0.76, 0.65, -0.62, -0.19, -0.63, 0.94, -0.44, -0.35, -0.15, 0.08, -0.14, -0.05, -0.03, -0.17, 0.09, 0.10, 0.10, 0.08, 0.02, -0.14, -0.27, -0.25, 0.12, -0.26, 0.12, -0.38, -0.43, 1.31, -0.42, -0.14, -0.08, -0.09, -0.09, -0.13, -0.41, -0.13, -0.09, -0.10, -0.08, -0.12, 0.86, -0.33, -0.11, -0.08, -0.08, -0.08, -0.08, -0.36, -0.09, -0.07, -0.08, -0.07, -0.12, 0.07, 0.08, 0.04, 0.03, 0.09, 0.10, 0.10, 0.10, 0.09, 0.10, 0.10, 0.10, 0.10, 0.07, 0.07, 0.10, 0.10, 0.10, 0.11, 0.08, 0.11, 0.10, 0.10, 0.09, -0.29, 0.64, -0.31, -0.04, -0.72, 0.64, -0.24, -0.05, -0.06, -0.07, -0.04, -0.24, 0.04, 0.09, 0.10, 0.12],
  "total_charge": -1,
  "lumo_energy_ev": 1.8363,
  "homo_lumo_gap_ha": 0.268
}

***

Top of the stability list: model ii, leading by 23.8 kcal/mol.